(1)
This record from the Open Molecules 2025 dataset describes the molecule C7H8 in a non-equilibrium geometry. The level of theory is ωB97M-V/def2-TZVPD.

Geometry (Å):
C  -2.271  -1.346  -0.570
C  -1.900  -0.127  -0.239
C  -2.429  1.095  0.360
C  -0.962  0.841  -0.043
C  0.277  0.737  -0.156
C  1.493  0.738  -0.577
C  2.650  0.301  0.134
H  -3.214  -1.808  -0.055
H  -1.587  -2.077  -1.044
H  -2.940  1.241  1.386
H  -2.896  1.669  -0.452
H  1.650  1.159  -1.543
H  3.286  1.094  0.148
H  3.351  -0.466  -0.177
H  2.371  0.172  1.175

Cartesian forces, eV/Å:
-0.91 -2.04 1.23
-3.07 -2.50 -0.03
-0.41 1.09 0.60
-2.18 0.75 0.72
2.57 1.41 -0.25
-0.57 -0.38 -1.28
0.57 -1.59 2.11
1.52 1.10 -1.55
-0.42 0.61 0.31
1.44 -0.36 -1.55
-0.05 0.14 0.59
0.01 0.40 -0.81
2.00 2.69 0.23
-0.72 -0.78 -0.55
0.20 -0.52 0.23

The calculation puts the HOMO energy at -8.76 eV. Its structure (SMILES) is C=C1CC1=C=CC. The gap between HOMO and LUMO is 0.345 hartree. The calculated total energy comes out at -7383.1867 eV. The value obtained for the energy above the lowest of the compared OMol25 structures with the same formula, charge and spin is 128.2 kcal per mole.

Atom charges from the natural (NBO) analysis, given in e for atoms 1 to 4:
1. C -0.405
2. C -0.016
3. C -0.424
4. C -0.121



(2)
This record from the Open Molecules 2025 dataset describes the molecule C7H8 in a non-equilibrium geometry. The level of theory is ωB97M-V/def2-TZVPD.

Geometry (Å):
C  -1.041  1.374  -1.808
C  -0.323  0.385  -1.341
C  0.403  -0.888  -1.351
C  0.093  -0.265  -0.018
C  -0.878  -0.824  1.083
C  0.502  -0.187  1.307
C  1.468  0.437  1.935
H  -1.345  1.982  -0.982
H  -1.221  1.548  -2.804
H  -0.162  -1.726  -1.772
H  1.395  -0.953  -1.699
H  -0.989  -1.950  1.401
H  -1.665  -0.295  1.612
H  2.302  0.858  1.438
H  1.459  0.503  2.998

Cartesian forces, eV/Å:
0.87 -0.62 2.41
1.44 -0.87 1.86
-1.26 -0.55 -0.92
-3.50 -1.15 -2.86
1.79 -1.43 2.01
0.04 0.46 0.02
-0.54 -0.56 1.30
-0.69 0.96 -0.26
-0.55 0.48 -2.02
-0.04 -0.06 0.65
1.31 0.36 -0.17
0.65 2.03 -1.25
-0.20 0.54 -0.84
0.50 0.46 -0.65
0.18 -0.05 0.73

The calculation puts the HOMO energy at -9.21 eV. Its structure (SMILES) is C=C1CC12CC2=C. The gap between HOMO and LUMO is 0.376 hartree. The calculated total energy comes out at -7383.4374 eV. The value obtained for the energy above the lowest of the compared OMol25 structures with the same formula, charge and spin is 122.4 kcal per mole.

Atom charges from the natural (NBO) analysis, given in e for atoms 1 to 4:
1. C -0.414
2. C 0.073
3. C -0.425
4. C -0.142



(3)
This record from the Open Molecules 2025 dataset describes the molecule C7H8 in a non-equilibrium geometry. The level of theory is ωB97M-V/def2-TZVPD.

Geometry (Å):
C  -1.210  -0.109  -2.083
C  -0.428  -0.010  -0.798
C  0.334  -1.097  -0.324
C  1.137  -1.003  0.801
C  0.969  0.076  1.649
C  -0.089  1.027  1.359
C  -0.503  1.149  -0.008
H  -2.016  0.694  -2.271
H  -0.653  -0.259  -3.112
H  -1.829  -1.015  -2.094
H  0.193  -2.064  -0.770
H  1.953  -1.743  0.963
H  1.922  0.311  2.220
H  -0.110  1.905  2.042
H  -0.721  1.975  -0.558

Cartesian forces, eV/Å:
-0.95 0.03 -2.69
0.53 -0.56 0.37
-1.32 0.06 -0.24
0.44 -0.18 -0.01
0.33 0.82 -0.67
2.94 1.49 -1.05
1.10 -3.90 2.57
1.61 -0.81 0.56
-0.48 0.66 2.18
0.13 -0.07 0.40
0.40 -0.21 -0.70
-0.82 0.58 -0.03
-2.09 -0.11 0.47
-0.27 -0.60 -0.68
-1.56 2.80 -0.47

The calculation puts the HOMO energy at -8.72 eV. Its structure (SMILES) is Cc1ccccc1. The gap between HOMO and LUMO is 0.349 hartree. The calculated total energy comes out at -7386.9303 eV. The value obtained for the energy above the lowest of the compared OMol25 structures with the same formula, charge and spin is 41.9 kcal per mole.

Atom charges from the natural (NBO) analysis, given in e for atoms 1 to 4:
1. C -0.648
2. C -0.041
3. C -0.205
4. C -0.227



(4)
This record from the Open Molecules 2025 dataset describes a structure of composition C7H8AsClO9S2Ta. The level of theory is ωB97M-V/def2-TZVPD.

Geometry (Å):
Ta  -0.428  0.098  -0.379
O  -2.150  -2.995  -3.223
As  -1.495  -1.407  -3.081
O  -2.497  -0.199  -3.410
O  -1.071  -1.341  -1.312
C  0.263  -1.673  -3.802
C  0.375  -2.709  -4.714
C  1.599  -2.992  -5.318
C  2.717  -2.243  -5.018
C  2.627  -1.195  -4.108
C  1.414  -0.915  -3.503
S  1.450  0.431  -2.375
O  0.026  0.939  -2.294
O  2.477  1.333  -2.707
O  1.535  -0.146  -0.951
H  -3.117  -2.966  -3.274
H  -0.492  -3.307  -4.957
H  1.665  -3.803  -6.030
H  3.664  -2.459  -5.492
H  3.492  -0.587  -3.880
Cl  -0.034  -0.797  1.636
C  -1.708  2.851  1.984
S  -1.236  2.665  0.312
O  0.159  2.108  0.272
O  -1.525  3.816  -0.442
O  -1.967  1.358  -0.168
H  -1.128  3.685  2.377
H  -1.495  1.933  2.525
H  -2.771  3.088  1.995

Cartesian forces, eV/Å:
0.64 0.61 -0.02
0.01 -0.07 0.05
-0.01 0.06 -0.12
0.07 -0.10 -0.01
-0.51 -0.06 -0.12
0.14 0.09 0.04
0.02 -0.03 -0.03
-0.04 -0.01 0.00
0.03 0.05 0.03
0.01 -0.05 -0.05
-0.03 -0.03 -0.04
-0.44 -0.02 0.01
0.27 0.00 -0.13
-0.01 0.05 0.04
-0.03 -0.02 -0.02
-0.01 0.01 -0.01
0.01 -0.01 -0.01
-0.02 -0.01 0.00
0.01 0.01 0.00
0.00 0.00 0.00
-0.03 -0.15 0.36
-0.03 0.05 0.03
0.05 -0.48 0.00
-0.07 0.07 0.01
0.01 -0.03 -0.10
-0.07 0.06 0.08
-0.01 0.00 0.01
0.01 0.00 -0.01
0.01 0.01 0.00

As for the net charge: +1. The calculation puts the HOMO energy at -13.95 eV. The gap between HOMO and LUMO is 0.339 hartree. The calculated total energy comes out at -122396.8052 eV. The value obtained for the energy above the lowest of the compared OMol25 structures with the same formula, charge and spin is 0.0 kcal per mole.

Atom charges from the natural (NBO) analysis, given in e for atoms 1 to 4:
1. Ta 2.312
2. O -0.992
3. As 2.410
4. O -1.027



(5)
This record from the Open Molecules 2025 dataset describes a structure of composition C7H8Br2Cl2 in a non-equilibrium geometry. The level of theory is ωB97M-V/def2-TZVPD.

Geometry (Å):
C  1.855  -1.309  1.437
C  2.795  0.477  -0.146
C  1.633  1.373  -0.533
C  0.593  -1.399  1.258
C  -0.110  -0.266  0.515
C  0.412  1.177  0.441
C  -0.588  -0.914  -0.751
Cl  3.264  -1.895  2.094
Cl  -0.909  2.300  -0.137
Br  3.481  -0.166  -1.737
Br  4.279  0.862  1.051
H  1.939  2.448  -0.597
H  1.150  0.982  -1.429
H  -0.156  -2.107  1.559
H  -1.042  -0.090  0.993
H  0.612  1.545  1.527
H  -1.142  -1.819  -0.511
H  0.238  -1.221  -1.422
H  -1.337  -0.381  -1.395

Cartesian forces, eV/Å:
2.76 1.36 -1.17
-0.40 -0.81 1.30
-1.21 0.38 2.21
-1.30 1.68 -0.12
-1.00 0.17 -0.59
1.65 0.83 1.67
-0.43 -0.22 -2.57
-0.73 -0.69 0.15
0.38 -0.56 0.12
0.76 -1.08 -0.99
-0.93 0.88 -0.55
-0.38 -0.88 -0.17
0.80 0.40 -0.46
0.27 -0.77 0.55
-0.89 -0.05 1.24
-0.10 -0.69 -1.91
0.18 -0.27 0.21
-0.25 0.11 0.30
0.82 0.22 0.76

The calculation puts the HOMO energy (spin up / spin down) at -8.46 / -8.47 eV. The gap between HOMO and LUMO (spin up / spin down) is 0.295 / 0.287 hartree. The calculated total energy comes out at -172513.8719 eV. The value obtained for the energy above the lowest of the compared OMol25 structures with the same formula, charge and spin is 28.3 kcal per mole.

Atom charges from the natural (NBO) analysis, given in e for atoms 1 to 4:
1. C 0.030
2. C -0.234
3. C -0.564
4. C -0.306



(6)
This record from the Open Molecules 2025 dataset describes a structure of composition C7H8Br2N2O2 in a non-equilibrium geometry. The level of theory is ωB97M-V/def2-TZVPD.

Geometry (Å):
C  -0.980  0.565  0.840
C  -0.696  1.791  0.252
C  -0.601  -0.586  0.223
C  1.218  0.611  -0.881
C  -1.338  3.171  0.704
C  -1.041  -1.929  0.798
C  2.166  -2.213  -1.430
N  0.391  1.843  -0.514
N  0.675  -0.437  -0.353
O  0.808  3.011  -0.929
O  1.361  -1.738  -0.420
Br  -1.722  -3.241  -0.660
Br  3.505  -2.970  -0.338
H  -1.806  0.493  1.503
H  -1.406  2.965  1.747
H  -0.524  3.911  0.433
H  -2.221  3.485  0.248
H  -1.947  -1.871  1.308
H  -0.190  -2.399  1.370
H  2.694  -1.508  -1.892
H  1.654  -2.953  -2.010

Cartesian forces, eV/Å:
-2.24 -0.52 -1.81
0.19 2.21 0.79
1.94 -1.31 2.67
-0.56 2.28 0.76
4.15 -1.75 -0.66
2.13 -0.63 -1.96
-1.06 -1.47 1.67
1.83 0.56 -1.60
-0.73 -1.73 -1.84
-0.33 -2.34 0.07
-2.84 1.63 1.88
0.89 0.93 0.87
1.42 -1.37 0.35
-0.67 0.13 0.52
-0.52 0.67 1.01
-1.04 -0.71 0.71
-1.56 -0.02 -0.78
-1.08 0.52 1.21
-1.22 0.16 -0.81
1.43 3.05 -2.55
-0.11 -0.28 -0.51

The calculation puts the HOMO energy at -8.61 eV. The gap between HOMO and LUMO is 0.287 hartree. The calculated total energy comes out at -154541.0705 eV. The value obtained for the energy above the lowest of the compared OMol25 structures with the same formula, charge and spin is 47.7 kcal per mole.

Atom charges from the natural (NBO) analysis, given in e for atoms 1 to 4:
1. C -0.223
2. C 0.206
3. C 0.125
4. C 0.179



- Among the records above, which one has the lowest calculated total energy?
  C7H8Br2Cl2



- Which value of calculated total energy does entry 2 give?
  -7383.4374 eV